Below is a 2-piece molecular cluster, ClHOS overall, with properties calculated with wB97M-V/def2-TZVPD.

The geometry in XYZ format:
```
4
ClHOS, DFT wB97M-V/def2-TZVPD
O -1.47173 1.69749 -0.58381
S -0.27087 1.77767 0.04466
Cl 1.20493 -1.25145 -0.08338
H 0.53767 -2.22371 0.62252
```

- Energy: -934.1032 Eh
- Charge: 0
- SMILES string: O=S.Cl
- HOMO energy: -0.293 Eh
- Relative energy (zero: lowest compared OMol25 entry of this formula, charge and spin): 120.5 kJ/mol

The molecule's Mulliken atomic charges, reported in e, are given here: -0.2306 0.2242 -0.2720 0.2785

=====

Below is a 2-piece molecular cluster, C4H14N2S overall, with properties calculated with wB97M-V/def2-TZVPD.

The geometry in XYZ format:
```
21
C4H14N2S, DFT wB97M-V/def2-TZVPD
C -1.18018 -2.24166 2.74750
N -1.35977 -0.85917 2.36009
C -0.82206 -0.50287 1.06138
N 0.59802 -0.20830 1.05508
H -1.69844 -2.42811 3.68766
H -1.55053 -2.96653 2.00604
H -0.12137 -2.44045 2.92428
H -2.30178 -0.52312 2.47917
H -1.36597 0.37606 0.71577
H -0.99561 -1.29789 0.32720
H 0.81791 0.39166 1.84066
H 1.14439 -1.05455 1.14421
C 1.72656 2.15178 -2.97264
C 0.97716 1.17472 -2.07961
S -0.52022 0.53746 -2.91576
H 1.08796 3.00580 -3.19132
H 2.04652 1.71662 -3.91533
H 2.61002 2.51780 -2.44913
H 1.59002 0.33048 -1.78043
H 0.66946 1.67914 -1.17134
H -1.35210 0.64114 -1.87347
```

- Energy: -668.4730 Eh
- Charge: 0
- SMILES string: CNCN.CCS
- HOMO energy: -0.323 Eh
- Relative energy (zero: lowest compared OMol25 entry of this formula, charge and spin): 35.1 kJ/mol

Results of the Mulliken charge analysis, in e, for atoms 1 through 6: -0.8398 -0.3346 -0.5773 -0.5179 0.3312 0.2862

=====

Below is C17H13BrIN2O3Pd as an isolated structure, with properties calculated with wB97M-V/def2-TZVPD.

The geometry in XYZ format:
```
38
C17H13BrIN2O3Pd, DFT wB97M-V/def2-TZVPD
Pd 0.30614 1.37072 1.55390
O -0.81603 2.93156 0.56905
C -1.48369 2.49234 -0.44551
C -1.36475 3.17497 -1.68978
C -2.03624 2.78861 -2.82464
C -2.88349 1.67604 -2.80728
C -3.03261 0.99734 -1.61501
C -2.38126 1.37651 -0.43447
C -2.66336 0.61495 0.79468
N -1.96607 0.62668 1.91489
C -2.58041 -0.24421 2.78377
C -3.68171 -0.77927 2.19801
N -3.72598 -0.22819 0.93045
H -0.68786 4.02098 -1.69985
H -1.88914 3.34307 -3.74606
H -3.39471 1.34510 -3.70191
H -3.66798 0.11573 -1.60936
H -2.18365 -0.42049 3.77070
H -4.42015 -1.48410 2.54320
H -4.42955 -0.39257 0.23790
I 1.11384 1.68548 4.53139
C 1.36217 2.54108 2.57040
H 2.42682 2.49890 2.35369
H 0.95961 3.55084 2.60967
Br 1.64804 -0.97365 -2.87646
C 2.66211 -2.00692 -1.64981
C 3.39081 -3.06728 -2.17659
C 4.12493 -3.88782 -1.33661
C 4.10729 -3.66011 0.03439
C 3.35874 -2.61412 0.54548
C 2.63714 -1.75358 -0.28301
C 1.89497 -0.59841 0.36901
O 2.02952 0.53680 -0.12487
O 1.22185 -0.88818 1.39401
H 3.37341 -3.24156 -3.24465
H 4.69904 -4.70756 -1.75413
H 4.66786 -4.30309 0.70302
H 3.30433 -2.43661 1.61240
```

- Energy: -3990.5022 Eh
- Charge: -1
- HOMO energy: -0.152 Eh
- Relative energy (zero: lowest compared OMol25 entry of this formula, charge and spin): 156.3 kJ/mol

Results of the Mulliken charge analysis, in e, for atoms 1 through 6: 0.5093 -1.0299 0.7148 -0.5978 -0.3938 -0.7758

=====

Below is a 2-piece molecular cluster, C9H13N4OP overall, with properties calculated with wB97M-V/def2-TZVPD.

The geometry in XYZ format:
```
28
C9H13N4OP, DFT wB97M-V/def2-TZVPD
C -2.22563 -4.73959 -0.23703
C -2.03078 -3.61794 -0.62004
C 2.69481 -1.31051 2.08904
C 1.88160 -0.22458 1.99624
C 1.17009 -1.95231 0.80087
C -2.30661 -1.41097 -1.17458
C 0.65893 0.50617 -1.49509
C 0.75268 3.38896 1.46502
C -1.84991 -0.00838 -1.31783
N 2.34033 -2.30165 1.22013
N -1.57985 -2.37385 -0.81126
N 0.83010 -0.64251 1.25303
N -0.50923 0.08233 -0.74552
O -1.82619 -0.21363 1.52781
P -0.58538 0.24733 0.90788
H -2.21957 -5.82602 0.02178
H 3.55876 -1.44889 2.71255
H 1.85051 0.75696 2.48924
H 0.56416 -2.32925 -0.00836
H -3.43645 -1.66189 -1.45944
H 0.92773 -0.28979 -2.19490
H 0.48762 1.39555 -2.09583
H 1.45632 0.56216 -0.82925
H 0.24800 3.22297 0.43979
H 0.35147 4.06668 2.17078
H 1.76567 3.14102 1.34417
H -2.63275 0.52088 -0.73742
H -1.79734 0.27199 -2.34100
```

- Energy: -986.1529 Eh
- Charge: 0
- HOMO energy (spin up / spin down): -0.323 / -0.310 Eh
- Relative energy (zero: lowest compared OMol25 entry of this formula, charge and spin): 347.8 kJ/mol

Results of the Mulliken charge analysis, in e, for atoms 1 through 6: -0.2252 -0.2056 -0.4937 -0.1460 -0.0608 0.0316